Record 1
14
Properties=species:S:1:pos:R:3:mulliken_charge:R:1 method="wB97M-V/def2-TZVPD" smiles="[O-]/[NH+]=C/n1cccc1" total_charge=0 largest_force_ev_per_a=5.23 total_energy_ha=-378.72117 orbital_gap_ha="0.312 / 0.312" lumo_energy_ev="0.26 / 0.26" e_homo_ev="-8.21 / -8.22" e_above_lowest_kj_mol=393.23
O 3.78 -0.03 0.19 -0.632
N 2.49 -0.08 0.04 0.136
C 1.38 0.69 -0.19 0.126
N 0.09 0.29 -0.29 0.089
C -0.41 -1.05 -0.32 -0.407
C -1.74 -1.00 0.02 -0.428
C -2.03 0.33 0.29 -0.506
C -0.96 1.12 -0.04 -0.287
H 2.20 -1.03 0.13 0.137
H 1.41 1.73 -0.25 0.359
H 0.18 -2.01 -0.28 0.224
H -2.36 -1.69 0.38 0.499
H -3.13 0.59 0.42 0.292
H -0.89 2.15 -0.09 0.397

Record 2
14
Properties=species:S:1:pos:R:3:mulliken_charge:R:1 method="wB97M-V/def2-TZVPD" total_charge=0 largest_force_ev_per_a=7.03 total_energy_ha=-378.66908 orbital_gap_ha=0.309 lumo_energy_ev=0.79 e_homo_ev=-7.62 e_above_lowest_kj_mol=529.98
C 1.40 -0.28 -0.10 0.032
C 0.16 1.64 0.14 -0.521
C -0.69 0.65 -0.06 0.189
C -1.40 -1.24 0.23 -0.138
C -0.01 -0.61 -0.21 -0.032
H 2.31 -1.75 -0.10 0.312
H 2.42 1.61 -0.47 0.336
H -0.41 2.68 0.23 0.257
H -2.64 0.37 -0.76 0.277
H -1.66 -1.53 1.34 0.210
H -1.65 -1.94 -0.55 0.282
N 1.47 1.22 0.19 -0.306
N -1.96 0.14 0.04 -0.441
O 2.66 -0.97 0.10 -0.458

Record 3
14
Properties=species:S:1:pos:R:3:mulliken_charge:R:1 method="wB97M-V/def2-TZVPD" total_charge=0 largest_force_ev_per_a=6.93 total_energy_ha=-378.62501 orbital_gap_ha=0.366 lumo_energy_ev=0.61 e_homo_ev=-9.36 e_above_lowest_kj_mol=645.70
C -1.14 -1.53 0.63 -0.730
C 0.56 -0.63 -0.83 -0.745
C 0.66 0.78 -0.76 0.415
C 1.27 1.99 -0.11 -0.450
C -0.55 0.70 -0.26 0.471
H -1.31 -2.67 0.43 0.228
H -0.06 -1.45 1.24 0.205
H -1.93 -1.13 1.24 0.327
H 0.78 -1.29 -1.60 0.387
H 1.12 -1.12 -0.15 0.372
H 2.24 2.70 -0.24 0.306
N -0.97 -0.70 -0.56 -0.243
N -0.88 1.83 0.43 -0.502
O 0.21 2.53 0.53 -0.043

Record 4
14
Properties=species:S:1:pos:R:3:mulliken_charge:R:1 method="wB97M-V/def2-TZVPD" smiles="O=C1C[C@@H]2CN=CN12" total_charge=0 largest_force_ev_per_a=8.83 total_energy_ha=-378.73347 orbital_gap_ha=0.388 lumo_energy_ev=0.76 e_homo_ev=-9.78 e_above_lowest_kj_mol=360.95
O 1.73 0.27 2.09 -0.557
C 0.83 -0.07 1.44 0.404
C 0.36 -1.35 0.72 -0.707
C -0.75 -0.33 0.12 0.197
C -0.38 -0.12 -1.33 -0.617
N -0.23 1.46 -1.47 -0.422
C -0.09 1.85 -0.22 -0.013
N 0.02 0.78 0.85 -0.143
H -0.10 -2.01 1.55 0.241
H 1.08 -1.81 0.13 0.354
H -1.74 -0.64 0.31 0.389
H 0.59 -0.48 -1.94 0.273
H -1.13 -0.49 -2.34 0.275
H -0.19 2.95 0.09 0.326

Record 5
15
Properties=species:S:1:pos:R:3:mulliken_charge:R:1 method="wB97M-V/def2-TZVPD" smiles="N#CC1=CCNC1=O.O" total_charge=0 largest_force_ev_per_a=3.83 total_energy_ha=-454.09009 orbital_gap_ha=0.344 lumo_energy_ev=-0.42 e_homo_ev=-9.78 e_above_lowest_kj_mol=115.81
N 0.47 -3.61 0.37 -0.533
C -0.43 -3.42 -0.37 -0.109
C -1.78 -3.60 -0.85 0.668
C -2.34 -4.71 -1.36 -0.477
C -3.80 -4.48 -1.57 -0.467
N -3.98 -3.14 -1.09 -0.084
C -2.86 -2.59 -0.60 0.506
O -2.76 -1.55 0.05 -0.707
H -1.86 -5.68 -1.49 0.435
H -4.40 -5.21 -1.00 0.280
H -4.07 -4.59 -2.63 0.295
H -4.85 -2.63 -1.17 0.222
O -0.19 -0.91 0.67 -0.734
H -1.16 -1.08 0.68 0.372
H 0.35 -1.71 1.07 0.333

Record 6
15
Properties=species:S:1:pos:R:3:mulliken_charge:R:1 method="wB97M-V/def2-TZVPD" smiles="N#COCC=C=C(N)O" total_charge=0 largest_force_ev_per_a=0.96 total_energy_ha=-454.01506 orbital_gap_ha=0.327 lumo_energy_ev=0.49 e_homo_ev=-8.40 e_above_lowest_kj_mol=312.79
N 2.76 1.85 0.39 -0.440
C 2.41 0.85 -0.04 0.545
O 2.03 -0.24 -0.58 -0.383
C 1.53 -1.30 0.24 -0.327
C 0.03 -1.48 0.09 -0.571
C -0.84 -0.52 0.02 -0.071
C -1.59 0.56 -0.04 0.450
N -2.00 1.17 -1.21 -0.505
O -2.17 1.13 1.06 -0.516
H 1.79 -1.11 1.29 0.346
H 2.04 -2.20 -0.09 0.283
H -0.28 -2.52 0.05 0.355
H -2.40 2.08 -1.06 0.256
H -1.34 1.13 -1.98 0.253
H -1.95 0.61 1.85 0.326

Record 7
16
Properties=species:S:1:pos:R:3:mulliken_charge:R:1 method="wB97M-V/def2-TZVPD" smiles="NC(=O)C1=N[C@H]2[C@@H](O)[C@H]2O1" total_charge=0 largest_force_ev_per_a=5.31 total_energy_ha=-529.26388 orbital_gap_ha=0.365 lumo_energy_ev=0.40 e_homo_ev=-9.52 e_above_lowest_kj_mol=280.59
N 2.65 -0.46 0.82 -0.457
C 2.18 0.10 -0.30 0.330
O 2.76 1.19 -0.52 -0.639
C 0.70 -0.05 -0.52 0.803
N 0.09 -1.17 -0.53 -0.619
C -1.30 -0.88 -0.72 -0.162
C -1.93 -0.01 0.34 -0.269
O -1.31 0.09 1.57 -0.507
C -1.36 0.65 -0.87 -0.164
O -0.02 1.06 -0.74 -0.331
H 2.49 -1.46 0.93 0.251
H 3.39 0.37 1.08 0.330
H -1.90 -1.59 -1.28 0.374
H -3.03 -0.06 0.36 0.326
H -1.48 0.96 1.95 0.327
H -1.94 1.24 -1.58 0.408

Record 8
16
Properties=species:S:1:pos:R:3:mulliken_charge:R:1 method="wB97M-V/def2-TZVPD" smiles="C=C[N+](=O)[O-].C=CN=C=O" total_charge=0 largest_force_ev_per_a=4.91 total_energy_ha=-529.16787 orbital_gap_ha=0.332 lumo_energy_ev=-0.34 e_homo_ev=-9.37 e_above_lowest_kj_mol=532.66
C -1.11 2.40 0.46 -0.502
C -1.24 1.66 -0.62 -0.249
N -1.50 0.19 -0.34 0.870
O -1.28 -0.54 -1.27 -0.507
O -1.60 -0.18 0.81 -0.520
H -1.55 2.22 1.33 0.331
H -0.54 3.37 0.38 0.219
H -0.81 1.88 -1.65 0.347
C 0.51 -2.73 0.58 -0.703
C 1.21 -1.76 -0.01 0.116
N 1.63 -0.47 0.30 -0.275
C 1.94 0.59 -0.16 0.605
O 2.23 1.70 -0.33 -0.455
H 0.08 -2.62 1.51 0.306
H 0.34 -3.61 0.07 0.258
H 1.68 -2.11 -1.05 0.158

Record 9
17
Properties=species:S:1:pos:R:3:mulliken_charge:R:1 method="wB97M-V/def2-TZVPD" smiles="CC(=O)n1oc(=O)nc1CO" total_charge=0 largest_force_ev_per_a=4.80 total_energy_ha=-604.54077 orbital_gap_ha=0.377 lumo_energy_ev=-0.14 e_homo_ev=-10.40 e_above_lowest_kj_mol=216.16
C 0.00 2.24 -1.11 -1.019
C -0.40 1.23 -0.10 0.768
O -1.11 1.40 0.85 -0.617
N 0.07 -0.05 -0.37 0.250
O 1.12 -0.09 -1.31 -0.284
C 1.85 -1.22 -0.99 0.435
O 2.84 -1.41 -1.56 -0.469
N 1.18 -1.96 -0.05 -0.602
C 0.21 -1.22 0.37 0.550
C -0.78 -1.46 1.47 -0.318
O -2.05 -1.01 1.17 -0.531
H -0.12 1.81 -2.13 0.326
H 1.18 2.51 -1.04 0.278
H -0.49 3.19 -0.73 0.333
H -0.39 -1.17 2.39 0.235
H -0.91 -2.69 1.67 0.295
H -2.18 -0.09 1.47 0.368

Record 10
15
Properties=species:S:1:pos:R:3:mulliken_charge:R:1 method="wB97M-V/def2-TZVPD" smiles="N#CSN1CCCC1=O" total_charge=0 largest_force_ev_per_a=4.25 total_energy_ha=-777.01195 orbital_gap_ha=0.350 lumo_energy_ev=-0.35 e_homo_ev=-9.87 e_above_lowest_kj_mol=147.22
N 3.02 2.11 0.90 -0.368
C 2.83 1.23 0.19 0.402
S 2.57 -0.19 -0.67 -0.041
N 0.78 -0.25 -0.22 -0.174
C -0.15 0.77 -0.57 -0.313
C -1.35 0.45 0.22 -0.557
C -1.27 -1.14 0.28 -0.492
C 0.21 -1.42 0.19 0.463
O 0.69 -2.51 0.33 -0.605
H -0.50 0.65 -1.63 0.188
H 0.45 1.73 -0.42 0.332
H -2.33 0.74 -0.38 0.256
H -1.56 0.85 1.27 0.301
H -1.63 -1.57 -0.64 0.254
H -1.77 -1.44 1.14 0.352

Record 11
14
Properties=species:S:1:pos:R:3:mulliken_charge:R:1 method="wB97M-V/def2-TZVPD" total_charge=0 largest_force_ev_per_a=4.50 total_energy_ha=-701.67974 orbital_gap_ha=0.285 lumo_energy_ev=-0.18 e_homo_ev=-7.93 e_above_lowest_kj_mol=418.01
C 2.22 0.26 0.28 -0.680
C 0.93 0.64 0.47 0.209
C 1.53 -1.84 -0.34 0.240
C -1.36 -0.25 0.13 0.197
C -2.00 0.93 -0.53 -0.769
N 2.32 -0.96 -0.24 -0.290
N 0.00 -0.24 0.21 -0.369
S -2.22 -1.55 0.68 -0.306
H 3.21 0.81 0.49 0.327
H 0.67 1.58 0.97 0.326
H 1.08 -2.89 -0.27 0.337
H -1.93 0.69 -1.59 0.236
H -1.40 1.82 -0.10 0.274
H -3.07 1.01 -0.16 0.268

Record 12
14
Properties=species:S:1:pos:R:3:mulliken_charge:R:1 method="wB97M-V/def2-TZVPD" total_charge=0 largest_force_ev_per_a=3.35 total_energy_ha=-701.69776 orbital_gap_ha=0.240 lumo_energy_ev=-1.57 e_homo_ev=-8.10 e_above_lowest_kj_mol=370.70
C -2.06 -1.27 -0.19 -0.273
C 0.68 0.32 -1.19 -0.634
C 1.69 -0.65 -1.07 -0.321
C 0.62 -0.25 1.17 -0.556
C 0.09 0.55 0.02 0.629
N -2.98 -1.95 0.03 -0.532
N -0.83 1.50 0.29 -0.357
S 1.95 -1.29 0.56 -0.094
H 0.30 0.73 -2.15 0.292
H 2.33 -0.90 -1.84 0.450
H 0.99 0.56 1.89 0.435
H -0.24 -0.81 1.83 0.382
H -1.11 2.20 -0.46 0.251
H -1.43 1.27 1.09 0.327

Record 13
14
Properties=species:S:1:pos:R:3:mulliken_charge:R:1 method="wB97M-V/def2-TZVPD" smiles="C=Cn1ccc(S)n1" total_charge=0 largest_force_ev_per_a=3.73 total_energy_ha=-701.77562 orbital_gap_ha=0.344 lumo_energy_ev=0.93 e_homo_ev=-8.42 e_above_lowest_kj_mol=166.28
C 2.69 -0.47 0.00 -0.855
C 1.51 -1.05 -0.01 0.208
N 0.28 -0.32 0.03 0.764
C 0.04 0.96 0.00 -0.104
C -1.31 1.15 0.00 -0.706
C -1.82 -0.17 0.01 0.414
S -3.51 -0.74 -0.01 -0.210
N -0.86 -1.07 0.03 -1.027
H 2.92 0.58 -0.03 0.209
H 3.60 -1.09 -0.02 0.231
H 1.41 -2.13 -0.04 0.360
H 0.84 1.73 0.06 0.226
H -1.77 2.12 -0.06 0.366
H -4.03 0.51 0.03 0.123

Record 14
14
Properties=species:S:1:pos:R:3:mulliken_charge:R:1 method="wB97M-V/def2-TZVPD" smiles="N#C[C@H]1CCNC1=S" total_charge=0 largest_force_ev_per_a=1.04 total_energy_ha=-701.81954 orbital_gap_ha=0.334 lumo_energy_ev=0.42 e_homo_ev=-8.67 e_above_lowest_kj_mol=50.96
N -3.02 -1.42 -0.37 -0.400
C -2.06 -0.90 -0.01 -0.070
C -0.80 -0.29 0.44 0.614
C 0.44 -1.02 -0.09 -0.790
C 1.51 0.08 -0.09 -0.500
N 0.71 1.28 -0.29 -0.101
C -0.59 1.16 0.00 -0.216
S -1.73 2.34 -0.04 -0.314
H -0.84 -0.29 1.57 0.245
H 0.75 -1.88 0.53 0.353
H 0.27 -1.37 -1.09 0.322
H 2.23 -0.04 -0.91 0.315
H 2.03 0.15 0.85 0.291
H 1.10 2.19 -0.49 0.251

Record 15
16
Properties=species:S:1:pos:R:3:mulliken_charge:R:1 method="wB97M-V/def2-TZVPD" total_charge=0 largest_force_ev_per_a=4.27 total_energy_ha=-1498.15743 orbital_gap_ha=0.317 lumo_energy_ev=0.01 e_homo_ev=-8.62 e_above_lowest_kj_mol=0.00
H -0.17 2.96 0.21 0.255
N 0.06 1.98 0.24 -0.485
C -0.87 1.22 0.12 0.431
S -2.57 1.84 -0.11 -0.126
S -3.39 -0.02 -0.24 -0.057
C -1.94 -0.94 0.00 0.281
S -2.02 -2.60 0.06 -0.286
N -0.85 -0.16 0.16 0.004
C 0.44 -0.71 0.78 -0.789
C 1.35 -0.81 -0.44 -0.093
C 2.39 -0.07 -0.69 -0.605
H 0.76 -0.11 1.60 0.445
H 0.36 -1.76 1.14 0.319
H 0.82 -1.31 -1.33 0.219
H 2.87 -0.04 -1.66 0.262
H 2.77 0.53 0.17 0.224

Record 16
16
Properties=species:S:1:pos:R:3:mulliken_charge:R:1 method="wB97M-V/def2-TZVPD" total_charge=+2 largest_force_ev_per_a=3.54 total_energy_ha=-1497.39067 orbital_gap_ha="0.255 / 0.255" lumo_energy_ev="-9.75 / -9.75" e_homo_ev="-16.68 / -16.68"
C -1.04 0.08 -0.13 -0.158
C 0.77 -0.45 1.52 0.007
C -1.17 -0.25 -1.44 -0.440
C 0.75 -1.14 -0.69 0.215
C 2.03 -1.13 1.45 -0.549
N -0.04 -1.05 -1.75 0.033
N 0.14 -0.46 0.39 0.263
S 2.23 -1.81 -0.22 0.070
S -4.38 1.27 -4.03 0.138
S -3.81 0.58 -2.31 0.303
H -1.59 0.71 0.61 0.342
H 0.09 0.01 2.37 0.390
H 2.79 -0.51 1.81 0.444
H 2.21 -2.06 2.06 0.398
H 0.10 -1.60 -2.57 0.240
H -4.26 2.66 -3.66 0.303

Record 17
14
Properties=species:S:1:pos:R:3:mulliken_charge:R:1 method="wB97M-V/def2-TZVPD" smiles=C[Se]c1cnccn1 total_charge=0 largest_force_ev_per_a=4.06 total_energy_ha=-2704.98504 orbital_gap_ha=0.324 lumo_energy_ev=0.39 e_homo_ev=-8.42 e_above_lowest_kj_mol=91.51
C 2.17 1.04 0.03 -1.020
Se 2.31 -0.84 0.10 -0.021
C 0.01 -1.16 -0.18 0.230
C -0.64 -2.38 -0.15 -0.117
N -1.98 -2.38 -0.14 -0.492
C -2.67 -1.26 -0.11 -0.229
C -1.91 -0.03 -0.17 -0.185
N -0.61 -0.03 -0.10 -0.352
H 2.85 1.43 0.68 0.424
H 2.14 1.59 -0.89 0.330
H 1.29 1.16 0.53 0.305
H -0.12 -3.33 -0.39 0.336
H -3.71 -1.31 -0.04 0.423
H -2.31 1.00 -0.11 0.367